[1]
C37H64AsClFNO25PSi as an isolated structure at a distorted geometry, computed with ωB97M-V/def2-TZVPD.

Geometry (Å):
H: 2.2522 0.9947 -3.7444
H: 2.8285 5.3735 -0.9763
O: -1.5435 -1.5607 1.1936
H: 6.6386 0.6396 -0.1455
C: -5.2661 -6.6479 7.8373
O: 6.8355 0.0869 -3.2410
O: -3.7711 -8.5102 8.2131
O: -7.9921 -4.9517 4.3197
H: -0.4000 7.7524 5.1664
H: -4.7540 -1.5229 -4.1559
H: -6.1578 -7.2311 8.0918
O: -5.6992 2.5275 -5.2458
H: -9.5713 -3.7414 3.8621
H: 1.1108 2.8012 -3.3178
H: 1.6109 4.3428 0.8833
C: -2.8152 -2.0566 1.5770
H: 8.1367 3.9418 -1.3823
O: -6.3338 -4.2388 5.7289
C: 4.7227 1.5572 -2.8257
H: 1.1397 0.1782 -2.4633
Si: 2.4409 2.8714 -1.0293
C: 2.2526 0.2492 -2.8117
H: 9.2224 1.8429 -3.6322
O: 0.4966 -1.6229 2.2322
H: -3.6141 -1.4775 1.1060
O: 4.5320 -0.7144 -1.4229
H: 0.4787 8.9995 4.2524
H: -3.5143 -2.7962 4.8839
C: 0.8710 3.0379 -2.1957
F: 3.5238 -1.5614 -4.5015
H: 6.9320 2.5059 0.3504
H: -3.0295 -1.5162 -3.8253
H: -3.0182 -0.8614 3.3633
H: -4.5289 -7.8558 5.1549
C: -5.1182 -2.5253 -0.6005
H: -9.9242 -5.9923 2.8084
C: -0.1707 8.1220 4.1626
H: 4.4281 0.9167 -3.7914
H: -5.5504 -5.8667 7.1261
H: 6.2314 3.9694 -1.8049
H: 4.4728 4.5139 -0.6171
C: 2.6685 -1.2944 -3.3022
O: -3.7308 -9.4749 6.1765
O: 10.2443 3.5867 -4.0978
H: 4.5480 2.6678 -3.1339
H: -3.2911 -3.5178 -2.3329
C: -2.7876 -1.8918 3.0661
O: 2.4492 6.1814 2.5885
C: 1.8241 6.8291 1.5584
C: 1.7331 3.1586 0.7826
H: 0.0048 -0.4660 0.5340
O: -4.1336 1.1534 -4.3849
H: 4.5363 1.3239 -0.2070
O: -4.2926 -1.9369 -1.5172
H: -0.1842 6.1716 3.2494
C: -9.3204 -5.2214 2.3178
O: 2.1578 -2.3218 -2.5757
O: -2.7421 -10.5386 7.9472
C: -5.4446 1.2778 -4.7509
O: -6.2780 0.3939 -4.6478
H: 10.6664 0.6310 -6.4807
H: -3.2965 -6.9286 7.0128
H: -2.8904 -3.1007 1.2527
O: 0.7242 7.5084 2.0023
O: 12.0582 4.8312 -4.7347
H: -6.2649 -3.1171 -3.0271
O: -1.4237 -2.1362 3.3695
C: 3.5370 4.4765 -1.3181
C: -4.6229 -8.3747 6.1127
H: 2.4420 7.5050 4.1497
C: 1.8504 6.6592 3.7816
H: -8.5209 -5.7449 1.7823
O: -6.9638 -2.9867 3.9178
C: -4.5490 3.3083 -4.9673
H: 7.5270 3.6432 -3.1551
H: -1.5890 1.8234 -3.9652
As: 3.5284 0.8852 -1.3274
C: 7.2592 3.4599 -2.0313
C: 11.0893 0.3607 -5.5071
H: -7.1043 -3.7359 2.0183
H: 1.8319 5.8767 4.5450
H: -5.6459 -8.7537 6.2160
C: -4.1758 -7.5324 7.2686
C: 6.3359 1.1790 -2.5980
C: -5.4397 -3.6239 -2.5140
H: 11.5669 1.2659 -3.6122
H: 2.5046 2.8564 1.6099
Cl: 2.8886 0.1131 2.1988
C: 11.1491 1.5595 -4.5830
O: -5.2981 -2.1131 0.5328
H: -4.7016 3.8177 -4.0090
C: -4.1448 -2.8723 -2.5732
H: -4.9279 -6.1742 8.7652
O: -5.7193 -3.6370 -1.1241
O: 0.5015 0.2811 0.0549
C: 0.4778 7.0434 3.3195
H: -2.5913 2.9494 -3.0649
C: -7.0345 -4.0740 4.7449
C: -7.7551 -3.2970 2.7830
P: 2.1879 -0.2632 0.1821
N: 7.3108 1.9749 -1.7751
H: 3.7585 4.6557 -2.4536
H: -3.7518 -2.8870 -4.7016
C: 9.8385 2.2691 -4.4286
H: -3.1264 2.0089 -5.9410
C: -3.4625 2.2770 -4.9319
H: -5.3508 -4.6430 -2.9001
H: 8.3968 1.2875 0.0382
C: 11.4801 3.7606 -4.6581
H: -9.9442 -4.6962 1.5884
C: -2.2759 2.6693 -4.0759
H: 0.0260 2.3513 -1.7297
O: 2.2006 6.8052 0.3991
H: -1.7321 3.5094 -4.5179
H: -3.4805 -3.8955 3.5152
C: -3.3582 -9.5924 7.4875
H: -1.0982 8.4671 3.6933
H: 0.6559 2.7255 0.9247
H: 10.4842 -0.4410 -5.0734
C: -3.9079 -2.1670 -3.8928
H: -4.7433 -2.6464 3.6048
H: 9.2508 2.3109 -5.3526
C: 7.3068 1.6152 -0.3091
H: 0.4626 4.1504 -2.1157
O: 11.9784 2.5757 -5.1230
H: 12.0969 -0.0228 -5.7002
C: -3.6890 -2.8598 3.8045
C: -8.7558 -4.2609 3.3441
H: 4.9454 -0.8264 -0.4949
H: -8.2227 -2.3949 2.3794
H: -4.3913 4.0566 -5.7487
C: -0.7145 -1.7600 2.2633

HOMO-LUMO gap in eV: 5.241
Charge: -1
LUMO in eV: 1.402
Energy above the lowest of the compared OMol25 structures with the same formula, charge and spin in kcal/mol: 180.3
Energy in eV: -185325.8113

---

[2]
C37H64BrClNO9PSSiW as an isolated structure at a distorted geometry, computed with ωB97M-V/def2-TZVPD.

Geometry (Å):
C: -1.3908 -3.5178 1.5185
H: -4.6346 2.8934 -4.9966
C: 0.6869 3.1081 -3.7071
C: -3.0377 0.0763 -3.7474
H: 1.1354 -3.2643 0.2325
H: -4.0846 -6.7755 -0.1662
H: 5.3053 -4.2584 0.5332
C: 1.0361 -0.5783 3.7968
O: -3.5605 0.7789 0.9296
C: -3.5848 1.5105 -3.6778
C: -0.6387 2.9206 -4.4565
H: -0.9494 0.8285 6.7844
O: 0.9821 -0.6144 -2.6523
H: 5.6858 0.7874 0.6224
H: 4.2505 2.8697 0.7142
Si: -2.1746 2.7969 -3.2471
O: -0.8277 -2.2998 1.2786
C: 0.6522 0.9192 3.7280
O: -1.3295 -4.0109 2.6109
C: 3.2793 -3.6272 0.1691
C: -2.2987 -4.5795 -2.0192
O: -1.4480 0.1127 1.6609
H: 3.6302 0.7094 3.7565
C: -2.8500 -5.2236 0.6127
H: -0.4153 2.3459 4.9475
H: -1.0225 -1.2085 3.6491
H: -3.5551 -6.2228 -2.5244
H: -2.6226 3.1755 -0.2033
H: -2.5413 -0.2094 -2.8184
H: -1.5295 -1.2738 5.9413
Br: -0.3880 1.2718 -0.7249
H: 0.9771 2.1841 -3.2194
H: -0.8808 5.0662 -4.8234
H: 0.7538 0.6459 6.3868
H: 0.2876 1.1696 2.7176
H: 5.2038 -3.9685 3.0024
H: 4.0865 -5.2985 1.2590
H: -1.8079 4.0500 -5.9245
H: -3.4172 4.7384 -0.1386
H: 3.5402 -2.5917 -0.0736
H: -4.2282 3.3882 -0.8931
H: 0.1237 -1.6007 6.4355
C: 1.9386 -2.9701 2.2558
H: 1.5283 1.5359 3.9360
H: 3.8290 -0.8855 1.1675
H: 1.8627 -0.7193 4.5013
H: -2.3420 -0.0593 -4.5669
H: -4.5323 4.7024 -3.0492
H: 3.0458 0.9723 0.0489
S: -0.6115 -2.5507 -1.5582
H: 1.0327 -3.3003 2.7853
H: -0.0656 4.1844 -6.1025
O: 1.5707 -0.9405 -0.6047
C: -3.5952 5.2063 -2.8319
C: 5.5193 0.4001 2.7607
H: -4.9632 1.1956 -5.3074
H: 0.3911 1.8180 -5.9794
C: 4.4654 -3.4828 2.3653
C: -0.4890 -1.0126 5.7503
O: -2.3105 -0.8442 -0.1654
H: -3.4470 1.9060 -5.8342
H: 4.0251 2.5792 2.4323
C: -3.1367 -5.6377 -1.7221
C: -3.4259 -5.9554 -0.4009
C: -0.4730 1.6721 -5.3353
H: -1.3286 1.5011 -5.9811
H: -3.8682 -0.6084 -3.9056
H: 2.8963 -4.4730 3.4097
H: 6.3492 2.0503 1.6461
H: 0.6464 3.8879 -2.9585
C: 4.3499 -4.2572 1.0566
H: -3.8215 6.0714 -2.2136
H: -3.0318 -5.4614 1.6486
H: 4.8317 -2.4789 2.1580
H: 1.7010 -4.7358 1.0628
H: -5.4725 0.7879 -2.9546
C: 3.2650 -0.2294 1.8401
C: 1.9343 -3.6805 0.8903
H: 2.1045 1.5884 1.4076
H: -0.2828 0.7875 -4.7342
C: 5.5287 1.3410 1.5500
C: -0.8736 4.1329 -5.3765
O: -3.2641 -1.3282 1.8974
H: 4.1472 -0.9695 3.6865
C: 4.2037 2.0920 1.4737
W: -0.1831 -1.0108 0.2623
H: -0.6427 4.4894 -1.1818
H: 3.1984 -4.1780 -0.7703
H: 0.0446 -2.4684 4.2851
H: 3.1988 -2.8575 4.0157
C: -4.1849 1.9054 -5.0392
N: 1.9314 -0.7897 -1.9496
H: -3.1744 5.5635 -3.7672
C: -0.4517 1.2771 4.7342
C: 4.0911 -0.0435 3.1173
C: -1.3624 5.1069 -1.7119
H: 6.1452 -0.4706 2.5595
C: -4.7249 1.5171 -2.6496
C: -0.2594 0.4791 6.0174
H: -1.4355 1.0599 4.3130
C: -1.9931 -4.1480 0.3362
H: -2.0614 -4.3407 -3.0446
C: -2.6128 4.2951 -2.0737
H: -0.8934 5.5486 -2.5849
H: -4.3802 1.2442 -1.6552
O: 3.0735 -0.8145 -2.1914
H: -5.2224 2.4808 -2.6053
H: -1.6556 5.9223 -1.0558
H: 1.4582 3.3687 -4.4265
C: -1.7296 -3.8153 -1.0029
C: -3.2627 3.8565 -0.7541
P: 1.6330 -1.1113 2.1124
C: 3.0592 1.1262 1.1314
C: 3.1269 -3.4504 3.1026
Cl: -2.7430 -0.3135 1.1269
H: 5.9420 0.9133 3.6254
C: -0.1574 -1.3970 4.2987

HOMO-LUMO gap in eV: 6.048
Charge: +2
LUMO in eV: -8.026
Energy above the lowest of the compared OMol25 structures with the same formula, charge and spin in kcal/mol: 88.7
Energy in eV: -171694.0437

---

[3]
A 14-piece molecular cluster, C37H65Br26F3N2O4S overall at a distorted geometry, computed with ωB97M-V/def2-TZVPD.

Geometry (Å):
Br: 5.5236 0.4230 -7.2288
Br: -1.0241 -5.3105 -2.5194
Br: -4.4424 1.0376 -4.4738
H: -1.6931 2.8264 0.1941
C: 0.0860 -4.0115 2.8353
C: -2.6237 -5.2617 7.2643
C: -6.5112 8.9739 -5.2854
C: -1.4393 -4.4267 7.6696
H: -4.7568 8.4012 -4.1995
H: -8.1790 -2.1042 2.1604
H: 3.7312 -0.4102 5.1345
O: -2.8398 -2.9466 -2.3993
C: -2.1008 -1.2395 -0.8167
H: -0.5738 -4.5888 7.0364
Br: 6.4840 7.8353 5.1174
H: -7.1211 8.0833 -5.1904
Br: 1.4205 -1.2747 10.3612
C: -1.1815 -0.1886 -1.4084
H: -1.0304 -3.7098 4.6281
H: -6.7853 9.6882 -4.5137
C: -2.2259 1.2452 1.2740
H: -3.2119 -5.3419 -3.3765
C: -1.6790 1.2038 -1.1119
H: 8.2196 -0.8555 -2.7131
H: -0.2674 8.3132 -2.5895
C: -6.3005 0.9307 -3.9046
H: 0.7467 -6.5231 -1.3010
H: -0.8345 -7.2735 -1.0109
Br: 6.1086 -1.9409 -2.0262
C: 3.3136 -1.5314 8.2295
Br: -1.1969 5.0861 -0.7542
H: 3.6230 -1.1517 -10.1547
H: 5.3287 -0.7141 -9.9414
C: 7.3121 -1.4013 -4.5721
H: -3.2598 -0.9842 -2.6013
C: -3.9990 -4.9302 -2.7685
H: 4.3102 -1.8230 7.9101
H: 2.8997 1.4094 -3.5128
H: 2.8562 -3.1519 9.5996
Br: -1.4320 -8.8515 -3.4306
H: -1.6364 -5.0443 3.6260
Br: -6.9826 -3.2711 -0.2538
C: 7.6828 -1.6960 -3.1446
C: -5.0404 8.6688 -5.2139
C: 4.3102 -0.4655 -9.6675
Br: 6.6425 4.2360 5.8178
H: -3.0479 -4.8822 6.3372
C: -0.1071 6.3533 -1.7548
C: 2.8819 2.4918 -3.4506
H: -3.3906 -5.2888 8.0290
H: -5.8287 -4.0447 1.8050
H: -1.5446 -2.0989 -0.5144
H: -6.0158 2.5400 -2.4918
H: 6.5427 0.0540 3.9772
H: 0.8778 -4.5258 3.3759
C: -3.1549 -1.6837 -1.7962
H: 4.6707 6.1682 4.8057
Br: -7.0035 9.8117 -6.9693
Br: -5.8525 0.4867 -1.0986
Br: -2.5345 -2.8638 2.8596
C: 3.0931 3.1579 -4.7831
Br: 2.1250 -2.2222 6.8496
N: -2.9018 0.7721 2.0931
C: -7.2681 -2.5775 2.5080
Br: -0.8716 -4.8088 9.4844
H: 3.1719 -0.0014 -7.8842
C: -6.5127 1.5796 -2.5654
H: -4.4285 9.4959 -5.5543
C: 3.0160 -2.0796 9.5996
Br: 1.1676 3.0021 -2.6767
H: -2.7413 1.2173 -1.2830
H: -1.7032 -3.3719 7.6593
O: -3.3553 -4.1884 -0.5979
Br: 6.6871 -2.9880 -5.5007
C: -0.9215 7.5269 -2.2225
H: -1.2196 -0.2997 -2.4763
H: -2.5803 -0.8708 0.0705
F: 2.2827 0.7304 -0.7636
H: -0.1550 -0.3514 -1.1598
Br: 3.9341 1.2832 -10.4290
Br: -0.1210 -4.9395 1.1421
H: 6.5201 -0.6663 -4.6508
H: 0.4015 -3.0039 2.6027
Br: -5.9093 -1.1928 2.5979
H: 0.3372 5.8009 -2.5736
C: 5.0715 6.6242 5.6942
H: 8.2783 -2.5960 -3.0474
C: 5.5720 5.6114 6.6792
Br: -2.0694 7.0508 -3.7184
Br: -4.5616 7.1339 -6.3059
F: 3.4245 0.4200 1.0311
C: 2.3329 0.0408 0.3787
H: 0.6581 2.2061 -0.1708
C: -1.1965 -4.0527 3.6087
C: 0.2052 2.8958 1.6468
H: 4.1057 -1.5078 -7.8073
H: 3.2246 -0.4522 8.1931
H: -1.5640 7.9234 -1.4451
C: 4.4595 -0.4069 4.3318
H: 4.0024 0.0240 3.4485
H: 5.6257 1.3753 4.7237
H: 8.1798 -1.0601 -5.1310
H: 4.7424 5.0862 7.1449
C: 5.7521 0.2969 4.6778
C: -1.3930 1.7972 0.2560
Br: 4.8906 -2.2608 3.9018
H: -1.2431 1.8807 -1.8197
C: 4.0950 -0.4862 -8.1803
H: 3.6279 2.8251 -2.7336
H: 0.6710 6.6740 -1.0667
C: 0.1557 -7.9038 -2.8235
Br: 6.3660 -0.2493 6.4464
H: 3.8255 -1.8318 10.2807
H: -7.4021 -2.9134 3.5331
C: -6.8524 -3.7280 1.6301
H: -6.5710 -0.1188 -3.9039
O: -0.0592 -0.7310 1.2618
S: 0.8051 0.3774 1.4250
H: 4.1283 3.0517 -5.0985
H: -4.6327 -4.3727 -3.4242
H: 4.3140 7.2539 6.1508
H: 0.6046 -7.4581 -3.6983
H: -7.5745 1.7061 -2.3708
F: 2.3994 -1.2397 0.1456
O: 1.2991 0.6804 2.7212
C: -0.1652 -6.8845 -1.7702
C: -3.3917 -4.0158 -1.7942
Br: 2.0528 2.3229 -6.1887
H: 0.8158 -8.6684 -2.4222
C: 0.0897 1.8742 0.6784
H: -6.8655 1.4531 -4.6719
H: -4.1163 -1.7126 -1.3179
H: 2.8246 4.2078 -4.7666
H: -4.5365 -5.6941 -2.2540
Br: -2.1471 -7.1144 6.9002
H: 6.1965 6.0566 7.4447
N: 0.2995 3.7195 2.4534
H: -7.5250 -4.5705 1.7692

HOMO-LUMO gap in eV: 9.350
LUMO in eV: -0.118
Energy in eV: -1890685.6725

---

Among the records above, which one has the highest LUMO?
C37H64AsClFNO25PSi